Below is 7 unconnected molecules or ions with the total composition C18H42ClN6O10 in a non-equilibrium geometry, with properties calculated with ωB97M-V/def2-TZVPD.

Summary:
Highest occupied orbital energy   -0.24952 hartree
Gap between HOMO and LUMO   9.083 eV
Energy   -2252.0786 a.u.
Energy relative to the best compared isomer or geometry (same formula, charge and spin)   41.9 kcal/mol
Total charge   -1

Element x y z (Å)
Cl -0.3610 -0.2208 0.2795
O 0.1150 0.8876 1.0085
O -0.2495 -1.4077 1.0462
O -1.7254 0.0123 -0.0862
O 0.3986 -0.4916 -0.9479
C 3.6428 -5.3908 -5.2086
C 3.8442 -4.2864 -4.2483
O 4.8498 -4.1765 -3.5693
N 2.7640 -3.5631 -3.9838
C 2.6799 -2.6056 -2.8606
H 4.2505 -5.1694 -6.0860
H 2.6182 -5.4769 -5.5702
H 3.9122 -6.3948 -4.8806
H 1.9097 -3.6082 -4.5207
H 3.4590 -2.7630 -2.1147
H 1.7435 -2.7572 -2.3237
H 2.7599 -1.6101 -3.2971
C -3.1326 2.0844 -3.0984
C -2.8022 3.5710 -3.2969
O -1.6956 3.8138 -3.8315
N -3.7070 4.4500 -2.8592
C -3.4637 5.9153 -3.0986
H -2.9841 1.4703 -3.9866
H -4.1892 1.9580 -2.8622
H -2.6894 1.5619 -2.2506
H -4.5190 4.1651 -2.3304
H -2.4951 6.2483 -2.7258
H -4.1755 6.4449 -2.4654
H -3.5038 6.2374 -4.1391
C -3.7572 -2.6698 1.1329
C -3.2084 -3.6459 2.1652
O -3.9095 -4.2636 2.9347
N -1.8474 -3.7665 2.1759
C -1.0820 -4.6358 3.0258
H -3.1483 -2.4614 0.2533
H -3.9352 -1.7255 1.6473
H -4.6946 -3.0331 0.7115
H -1.3171 -3.0543 1.6947
H -0.0761 -4.2163 3.0064
H -0.9757 -5.6120 2.5528
H -1.4194 -4.6704 4.0617
C 0.2120 4.1617 -0.2791
C -0.3604 5.5409 0.0189
O -1.3211 5.7364 0.7812
N 0.2498 6.5131 -0.6376
C -0.2214 7.8497 -0.7614
H 0.0536 3.4579 0.5381
H 1.2994 4.0993 -0.3217
H -0.1482 3.7611 -1.2266
H 1.1352 6.2777 -1.0627
H 0.4377 8.3155 -1.4941
H 0.0297 8.3571 0.1701
H -1.2626 7.9208 -1.0758
C 3.3720 -3.2383 1.5566
C 4.3324 -2.4769 0.6688
O 5.1454 -3.0728 -0.0360
N 4.2951 -1.1196 0.5579
C 3.2873 -0.2791 1.1366
H 2.3946 -3.3307 1.0831
H 3.2947 -2.6970 2.4996
H 3.8309 -4.2028 1.7740
H 5.0760 -0.7555 0.0310
H 3.7286 0.2850 1.9583
H 2.3948 -0.7630 1.5335
H 2.8757 0.4428 0.4313
C -2.6141 0.4071 3.7383
C -1.6397 -0.5049 4.5354
O -2.1575 -1.2342 5.3918
N -0.3807 -0.5372 4.1258
C 0.6845 -1.4087 4.6737
H -3.5702 -0.0781 3.5420
H -2.1565 0.6266 2.7736
H -2.8556 1.3215 4.2801
H -0.1010 0.1530 3.4436
H 0.3025 -2.4047 4.8974
H 0.8822 -0.9202 5.6279
H 1.5916 -1.3470 4.0724

Mulliken atomic charge list, values in e, 5 entries: Cl 1.46; O -0.55; O -0.61; O -0.70; O -0.66